Record 1
Density functional theory data (ωB97M-V/def2-TZVPD) for a 7-piece molecular cluster, C51H55F9N2O4P overall in a non-equilibrium geometry.

```
122
C51H55F9N2O4P (ωB97M-V/def2-TZVPD)
P 0.16 -2.89 -2.38
F -6.03 -5.73 -4.70
F -0.94 -9.54 -8.26
F 1.24 -0.01 1.94
F 0.51 10.06 4.83
F 0.79 5.62 5.04
F -2.52 10.01 -1.42
F 6.60 8.37 9.09
F 1.34 0.98 0.00
F 2.83 -0.47 0.58
O -1.20 -1.74 -2.49
O -0.82 -4.00 -3.36
O -0.50 -5.87 -1.02
O -0.45 -3.61 -0.93
N -3.05 -3.99 2.19
N 2.29 -4.41 -1.14
C 0.68 -11.10 -5.42
C 0.70 -1.31 0.01
C -3.37 -8.02 -6.83
C -3.46 -5.63 -0.14
C -1.75 9.72 -0.35
C -2.22 -4.01 1.14
C 7.62 6.19 5.76
C -2.37 -4.76 -0.02
C -4.34 -5.63 0.94
C -3.90 -8.49 -5.64
C -1.90 8.50 0.28
C 0.96 5.00 3.84
C 1.29 9.75 5.88
C 0.91 3.03 2.50
C -4.80 -7.72 -4.91
C 1.35 5.76 2.75
C -3.26 -4.24 -2.92
C -1.10 8.21 1.38
C 1.11 8.52 6.50
C -1.32 -4.67 -1.11
C 1.53 5.14 1.52
C 1.07 -1.48 -1.48
C -0.07 -9.75 -7.24
C 1.68 -10.17 -5.15
C 6.47 6.97 5.76
C -4.13 -0.53 -2.18
C -4.65 -5.99 -6.59
C -3.75 -6.77 -7.30
C 1.53 -0.20 0.63
C 0.92 -8.82 -6.99
C 2.24 10.65 6.31
C 6.93 7.65 7.99
C 3.05 10.31 7.39
C -5.16 -6.48 -5.40
C 1.31 3.77 1.41
C 8.42 6.14 6.90
C -0.18 9.14 1.84
C 0.74 3.64 3.74
C -0.05 10.36 1.20
C 6.12 7.71 6.88
C -3.85 -3.04 -2.14
C 1.92 8.19 7.57
C -1.81 -4.64 -2.59
C -0.83 10.66 0.09
C 1.72 -3.99 -2.43
C 1.79 -9.03 -5.94
C -4.24 -1.83 -3.02
C 2.88 9.08 8.02
C -0.21 -10.89 -6.46
C -4.10 -4.80 2.03
C 8.08 6.88 8.02
H 1.46 -4.90 -2.97
H 0.94 -2.20 0.58
H -2.63 7.79 -0.09
H -0.74 11.60 -0.43
H -3.12 -2.71 -1.40
H 0.43 8.91 2.70
H 0.35 7.85 6.14
H -3.16 -0.07 -2.38
H 9.31 5.53 6.91
H 2.57 -8.30 -5.73
H 1.84 5.72 0.66
H -5.22 -8.07 -3.98
H 1.51 6.83 2.87
H 1.80 7.23 8.06
H -5.30 -1.94 -3.27
H -1.35 -3.37 1.20
H 5.85 7.01 4.87
H -3.62 -1.75 -3.91
H -1.65 -1.92 -3.31
H -1.20 7.25 1.88
H 5.23 8.32 6.89
H 2.14 -1.66 -1.58
H 0.67 11.09 1.56
H -3.87 -5.14 -2.82
H 0.59 -11.98 -4.81
H 1.92 -5.30 -0.84
H -4.74 -3.39 -1.61
H 7.88 5.61 4.89
H 8.69 6.87 8.91
H 0.81 -0.55 -1.98
H -1.73 -5.69 -2.90
H -0.78 -6.38 -0.25
H 2.36 -10.33 -4.33
H 0.43 3.08 4.61
H -0.36 -1.05 0.09
H -4.96 -5.01 -6.94
H 3.80 11.00 7.74
H -4.18 -0.74 -1.12
H 2.46 -3.43 -3.00
H -3.27 -3.99 -3.98
H 0.65 -2.32 -3.63
H -3.61 -6.23 -1.02
H 2.36 11.59 5.79
H -3.33 -6.39 -8.23
H 1.44 3.28 0.46
H 3.52 8.82 8.86
H 2.16 -3.72 -0.42
H -5.22 -6.26 0.94
H -3.61 -9.47 -5.26
H 0.99 -7.94 -7.62
H -1.00 -11.59 -6.68
H -4.92 0.19 -2.43
H 0.73 1.98 2.38
H -2.67 -8.62 -7.38
H -4.82 -4.81 2.84
```

For the LUMO energy, the calculation gives 1.91 eV. As for the net charge: -1. As for the total energy: -98697.63457 eV. The HOMO energy comes out at -4.390 eV. The calculation puts the HOMO-LUMO gap at 6.297 eV.

***

Record 2
Density functional theory data (ωB97M-V/def2-TZVPD) for C51H56BrCsN4O4P2Si2 as an isolated structure in a non-equilibrium geometry.

```
121
C51H56BrCsN4O4P2Si2 (ωB97M-V/def2-TZVPD)
Cs 0.92 -0.91 -0.19
Br -3.05 -2.58 6.33
P -1.68 -0.30 -2.24
P -1.60 2.52 -0.82
Si -0.37 4.56 1.02
Si -1.31 -3.13 -3.05
O 0.27 0.19 -2.45
O 2.88 -1.40 1.04
O 2.94 -0.51 3.08
O 0.18 1.00 -1.29
N -1.26 -1.83 -1.98
N -1.05 -0.99 2.44
N -0.53 3.09 0.19
N 5.32 -1.37 3.92
C -4.54 0.49 -1.93
C 3.43 -0.77 1.97
C -4.17 3.76 -0.56
C -0.98 0.65 -4.83
C -3.26 2.80 -0.16
C -2.47 0.78 -6.71
C -2.33 3.91 -4.64
C -1.21 0.95 -6.16
C 5.93 -3.75 3.89
C -6.09 -0.78 -0.62
C 6.18 -3.61 6.68
C -5.82 0.30 -1.43
C -1.40 6.04 0.36
C -3.22 -0.10 -4.60
C -0.24 4.81 -3.89
C -4.63 2.26 1.74
C 6.68 -6.15 3.93
C -1.19 0.81 -0.91
C 4.91 -0.47 1.74
C -0.33 -1.17 3.53
C 6.37 -4.86 4.63
C -1.53 3.41 -2.42
C -3.48 2.07 1.00
C -0.85 4.33 2.87
C -5.32 3.96 0.19
C 1.48 5.06 1.01
C -2.48 3.28 -3.42
C -1.20 4.68 -4.88
C -3.47 0.24 -5.92
C 7.16 -1.05 2.38
C -2.22 -1.91 4.74
C -5.55 3.21 1.33
C 6.75 0.04 0.28
C 5.78 -2.50 5.96
C -3.00 -1.72 3.61
C 5.68 -2.54 4.57
C -3.50 -0.41 -1.67
C -0.87 -1.63 4.73
C -2.34 -1.25 2.48
C 5.80 -0.99 2.68
C 6.50 -4.78 6.01
C 5.39 0.05 0.55
C -3.05 -3.87 -3.48
C -0.39 4.17 -2.68
C -1.98 0.13 -4.02
C 5.66 -3.87 2.42
C -5.07 -1.66 -0.31
C -0.49 -2.85 -4.76
C -3.80 -1.47 -0.83
C -0.33 -4.54 -2.21
C 7.63 -0.54 1.19
H -2.89 -1.08 1.56
H -1.17 6.99 0.85
H -0.25 -1.77 5.61
H -3.66 -3.12 -3.97
H -2.72 1.36 1.29
H -0.74 -4.81 -1.24
H 7.33 -5.97 3.07
H 0.37 4.23 -1.91
H 7.18 -6.85 4.59
H -2.97 -4.72 -4.15
H 7.84 -1.49 3.10
H 2.08 4.20 1.28
H -2.67 1.04 -7.74
H 0.63 5.43 -4.08
H 5.54 -1.57 6.46
H -2.46 5.85 0.52
H -0.31 3.48 3.28
H 1.81 5.40 0.03
H 5.76 -6.62 3.57
H -3.98 4.35 -1.44
H -0.25 -3.76 -5.30
H 0.42 -2.29 -4.62
H -7.10 -0.93 -0.24
H -6.60 1.01 -1.68
H 5.32 -4.88 2.17
H 7.12 0.45 -0.64
H 0.00 0.80 -4.42
H -3.08 3.79 -5.41
H -4.06 -1.93 3.60
H -6.45 3.39 1.92
H -4.80 1.68 2.64
H -1.08 5.18 -5.84
H -3.35 2.67 -3.25
H -4.01 -0.56 -4.02
H -0.34 -5.44 -2.83
H -5.28 -2.50 0.34
H -6.04 4.71 -0.12
H 6.25 -3.56 7.76
H 4.87 -3.19 2.11
H 0.71 -4.25 -2.07
H -1.25 6.16 -0.70
H -1.14 -2.25 -5.40
H -3.58 -4.20 -2.59
H 4.69 0.45 -0.16
H -4.45 0.07 -6.34
H -1.91 4.13 2.98
H -4.38 1.34 -2.58
H 1.69 5.85 1.72
H 4.35 -1.05 4.03
H 6.84 -5.64 6.57
H 8.69 -0.58 0.96
H -0.41 1.33 -6.78
H 6.54 -3.66 1.82
H -3.02 -2.18 -0.62
H 0.73 -0.94 3.46
H -0.60 5.20 3.46
```

For the LUMO energy, the calculation gives 3.49 eV. As for the net charge: -2. As for the total energy: -172871.60330 eV. The HOMO energy comes out at -1.778 eV. Its energy above the lowest of the compared OMol25 structures with the same formula, charge and spin is 2.662 eV. The calculation puts the HOMO-LUMO gap at 5.265 eV.

***

Record 3
Density functional theory data (ωB97M-V/def2-TZVPD) for C51H57Br2CdN4OSb2 as an isolated structure.

```
118
C51H57Br2CdN4OSb2 (ωB97M-V/def2-TZVPD)
Sb 0.53 -2.65 -0.98
Sb -0.53 3.43 1.40
Cd -0.72 0.14 0.31
Br -6.47 0.05 -4.19
Br -2.35 3.74 -2.94
O -1.45 1.52 -1.15
N -2.32 -0.42 2.32
N 4.28 1.87 -2.14
N 1.49 1.30 -1.78
N -2.52 -0.97 -0.79
C 3.23 0.10 2.91
C -3.13 -0.11 -1.63
C -0.39 -1.90 -5.20
C -0.98 3.76 4.55
C -4.69 -0.39 1.72
C 2.38 0.34 -2.38
C 4.17 -5.10 -0.35
C -1.09 -5.25 -1.67
C 4.44 0.58 2.40
C 1.48 -3.48 -3.87
C 0.57 -2.72 -3.13
C -4.88 0.48 -3.22
C -4.32 1.72 -3.38
C -2.36 5.94 2.27
C -1.21 -6.16 0.95
C 2.03 0.15 2.13
C 0.95 5.02 1.64
C -0.52 -5.00 0.65
C -4.13 -2.64 -1.33
C 2.18 2.25 -0.93
C 1.02 0.15 1.44
C -3.00 -2.19 -0.64
C -0.45 -4.54 -0.66
C -4.78 -1.79 -2.18
C -4.89 2.23 2.60
C -2.53 1.19 -1.79
C -1.78 -6.42 -1.37
C -4.30 -0.48 -2.36
C 1.09 5.97 0.45
C 3.21 -0.45 4.19
C -5.99 1.61 2.04
C -3.68 1.55 2.71
C -3.58 0.24 2.26
C 5.06 -4.20 0.23
C 5.59 0.52 3.16
C 3.36 2.94 -1.63
C -3.16 2.05 -2.69
C -1.85 -6.87 -0.06
C -0.28 2.88 3.51
C -2.31 4.70 1.39
C 0.53 -2.66 -5.92
C 4.67 -2.89 0.43
C 2.90 -4.69 -0.72
C 1.46 -3.45 -5.25
C 3.40 -2.47 0.05
C 2.51 -3.37 -0.53
C -5.89 0.29 1.61
C 3.56 0.98 -3.11
C -0.36 -1.94 -3.81
C 4.37 -0.51 4.95
C 5.56 -0.03 4.43
H -4.96 3.25 2.95
H -6.75 -0.20 1.18
H -1.76 -0.10 3.11
H 3.03 3.53 -2.48
H 1.84 -0.30 -3.08
H 2.20 -5.41 -1.13
H -2.27 -6.98 -2.15
H -2.50 5.69 3.32
H -4.78 2.43 -4.05
H 0.87 1.75 -2.44
H 1.90 4.52 1.85
H 1.88 6.71 0.63
H -3.19 6.58 1.97
H 1.33 5.44 -0.47
H -2.41 -1.42 2.37
H 2.27 -0.84 4.58
H -3.15 4.04 1.59
H -2.40 -7.77 0.18
H 2.78 -0.31 -1.59
H -1.44 6.53 2.19
H -1.04 -4.90 -2.70
H -0.59 1.83 3.61
H -0.72 3.44 5.56
H 6.47 -0.08 5.02
H 5.12 2.26 -2.55
H -2.48 -2.85 0.05
H -2.06 3.70 4.46
H 3.22 1.60 -3.94
H -1.08 -1.35 -3.25
H 0.80 2.89 3.66
H -2.82 2.04 3.14
H 4.46 1.02 1.41
H 6.52 0.90 2.75
H -2.38 4.98 0.33
H 3.09 -1.45 0.24
H -6.93 2.14 1.95
H 4.47 -6.13 -0.49
H -4.62 -1.42 1.39
H 0.68 5.57 2.54
H 5.34 -2.19 0.91
H 3.90 3.58 -0.94
H 4.56 1.29 -1.34
H -5.66 -2.12 -2.72
H -1.26 -6.51 1.98
H 0.16 6.52 0.28
H -1.12 -1.29 -5.71
H 4.34 -0.94 5.94
H 0.51 -2.63 -7.00
H -0.01 -4.45 1.44
H 2.22 -4.09 -3.35
H 2.16 -4.05 -5.82
H 2.54 1.72 -0.04
H 1.47 3.01 -0.60
H -4.47 -3.66 -1.18
H 4.25 0.23 -3.49
H 6.04 -4.53 0.54
H -0.68 4.80 4.44
```

For the LUMO energy, the calculation gives -2.73 eV. As for the net charge: +1. As for the total energy: -219537.08591 eV. The HOMO energy comes out at -9.276 eV. The calculation puts the HOMO-LUMO gap at 6.547 eV.

***

Record 4
Density functional theory data (ωB97M-V/def2-TZVPD) for C51H60FN10O3Ti as an isolated structure in a non-equilibrium geometry.

```
126
C51H60FN10O3Ti (ωB97M-V/def2-TZVPD)
Ti -0.19 0.36 -0.05
F -4.44 4.55 -1.56
O 0.24 -1.87 -4.39
O 0.91 -0.60 -2.65
O -1.07 0.80 -1.49
N 1.71 -2.36 -0.66
N 2.22 0.42 3.70
N -2.94 -2.69 -0.96
N -2.23 -1.64 -0.92
N 1.99 1.97 2.06
N -1.26 -1.77 0.04
N -2.87 0.71 -5.19
N -2.46 -3.54 -0.04
N 0.88 -0.11 1.84
N 3.17 0.61 -1.62
C 1.30 4.33 -1.29
C -1.61 0.83 -2.71
C 2.21 4.03 0.91
C -4.88 1.06 -6.51
C -1.14 -0.06 -3.72
C 2.00 4.83 -0.20
C -4.73 3.52 -3.64
C 4.83 0.83 2.44
C -4.06 3.59 -2.44
C 0.78 3.05 -1.25
C 2.04 -3.51 2.82
C 3.00 -3.04 -0.81
C 0.88 -1.42 2.45
C 4.34 -1.43 -2.30
C 0.11 -0.93 -3.58
C 3.91 2.27 6.40
C -0.02 -3.07 3.94
C -1.79 -0.09 -4.91
C 2.94 1.61 5.66
C 2.97 4.56 2.11
C 0.92 2.19 -0.14
C -1.19 -6.23 0.90
C -1.45 -2.95 0.57
C -5.09 2.44 -5.89
C -2.59 1.64 -7.44
C -4.35 2.55 -4.58
C -4.15 1.49 1.70
C -2.55 2.70 2.99
C -3.30 1.68 -4.28
C -1.27 -0.90 3.69
C 1.66 0.74 2.46
C -3.04 2.74 -2.10
C -2.64 1.75 -3.01
C -1.75 1.24 1.17
C 1.68 2.73 0.89
C -3.40 0.70 -6.55
C -2.77 -5.20 2.61
C 4.37 0.09 -2.27
C 1.03 -3.92 3.68
C 5.16 2.49 5.84
C 4.47 1.36 3.80
C 1.96 -2.26 2.22
C -3.11 0.95 0.94
C -1.53 2.15 2.22
C 3.21 1.16 4.37
C -0.12 -1.81 3.34
C -2.62 -5.76 1.19
C -3.16 -4.82 0.13
C 4.15 -2.04 -0.89
C 5.43 2.04 4.56
C -3.87 2.36 2.75
H -1.46 -0.77 -5.69
H 6.42 2.19 4.14
H 3.90 4.02 2.29
H -3.03 1.70 -8.44
H 3.03 -3.67 -1.70
H 3.68 2.62 7.40
H 2.33 0.30 -2.10
H 3.50 -1.75 -2.94
H -3.30 -0.31 -6.92
H -5.29 1.02 -7.53
H -2.54 2.83 -1.14
H -3.79 -4.88 2.80
H 5.26 -1.80 -2.76
H 5.93 3.00 6.41
H 4.53 0.46 -3.30
H -0.51 2.47 2.44
H -6.15 2.61 -5.72
H 1.14 4.96 -2.17
H 1.52 -1.80 -1.50
H -4.75 3.22 -6.58
H 1.70 -0.25 4.24
H -0.90 -7.01 1.61
H -1.11 -6.65 -0.11
H -2.56 2.65 -7.01
H -3.27 -6.63 1.12
H 5.07 -2.53 -0.55
H -1.86 -0.63 2.82
H -2.31 3.40 3.79
H -0.79 -3.37 4.64
H -3.14 -5.31 -0.84
H -5.18 1.23 1.48
H -0.85 -3.38 1.36
H -1.92 -1.38 4.43
H 5.91 0.74 2.33
H -4.20 -4.58 0.34
H 2.74 -1.92 1.55
H -2.11 -4.35 2.79
H 3.93 -1.21 -0.21
H 3.15 1.62 -1.60
H -0.92 0.05 4.10
H 3.16 -3.70 0.05
H 2.39 5.85 -0.21
H 0.25 2.69 -2.12
H -0.46 -5.43 0.98
H -2.51 -5.97 3.34
H 1.96 1.43 6.08
H 2.37 4.52 3.02
H 4.46 1.46 1.63
H -1.57 1.28 -7.54
H -3.38 0.32 0.11
H 2.89 -4.15 2.62
H -5.55 4.20 -3.86
H -4.67 2.79 3.34
H 1.09 -4.89 4.17
H 5.24 0.41 -1.69
H 0.99 -3.06 -0.66
H 4.39 -0.16 2.29
H 3.23 5.61 1.94
H -5.40 0.31 -5.91
H 2.49 2.48 2.76
```

For the LUMO energy (alpha / beta), the calculation gives 2.14 / 2.14 eV. As for the net charge: -1. As for the total energy: -100740.42925 eV. The HOMO energy (alpha / beta) comes out at -2.126 / -4.914 eV. As for the spin multiplicity: 3. Its energy above the lowest of the compared OMol25 structures with the same formula, charge and spin is 1.359 eV. The calculation puts the HOMO-LUMO gap (alpha / beta) at 4.270 / 7.057 eV.